(1)
C6H11N | ωB97M-V with the def2-TZVPD basis set

Atoms and positions in Å:
C (-1.358117, -0.621591, 1.500706)
C (-0.971843, -1.831352, 0.643888)
C (0.184153, -1.329740, -0.104352)
N (1.142707, -1.397449, -0.896592)
C (0.747443, -0.042879, 0.042743)
C (0.253461, 1.189956, -0.676247)
C (1.403667, 1.577532, -1.590173)
H (-0.613780, -0.303661, 2.247258)
H (-1.716178, 0.257767, 0.943651)
H (-2.189040, -1.042551, 2.026933)
H (-0.712209, -2.684597, 1.283852)
H (-1.805591, -2.124725, -0.003174)
H (1.396353, 0.151856, 0.900431)
H (0.016820, 2.006842, 0.031105)
H (-0.670034, 0.991263, -1.245453)
H (1.181045, 2.437153, -2.221319)
H (1.639233, 0.701946, -2.205173)
H (2.287395, 1.792028, -0.974612)

Atoms 1-3, force components in eV/Å:
C -1.005 -0.560 0.579
C -0.066 0.020 0.006
C -0.057 0.024 0.170

Values from the calculation:
ΔE to the lowest compared entry with this formula, charge and spin = 61.11 kcal per mole
gap between HOMO and LUMO = 10.01 eV
SMILES string = CCC1=N[C@H]1CC
highest occupied orbital energy = -9.013 eV
multiplicity = 1

=====

(2)
C6H11N | ωB97M-V with the def2-TZVPD basis set

Atoms and positions in Å:
C (1.945613, -0.776626, 0.092035)
C (2.072618, 0.526226, 0.873997)
N (0.811937, 1.174989, 1.278250)
C (-0.192859, 0.742509, 0.719106)
C (-1.168539, 0.278901, -0.021611)
C (-2.056409, -0.860020, 0.400389)
C (-1.361427, 0.906701, -1.380697)
H (2.950735, -1.169604, -0.078498)
H (1.368491, -1.525319, 0.647904)
H (1.459737, -0.641683, -0.880818)
H (2.615290, 1.265650, 0.273141)
H (2.656171, 0.361840, 1.783514)
H (-1.723512, -1.311885, 1.339631)
H (-3.090602, -0.520535, 0.530193)
H (-2.061712, -1.642466, -0.369649)
H (-2.329463, 1.414002, -1.453946)
H (-0.574488, 1.638870, -1.589008)
H (-1.321573, 0.138443, -2.163927)

Atoms 1-3, force components in eV/Å:
C 0.032 -0.019 0.005
C 0.312 -0.063 0.014
N -0.498 -0.270 -0.299

Values from the calculation:
ΔE to the lowest compared entry with this formula, charge and spin = 32.06 kcal per mole
gap between HOMO and LUMO = 9.24 eV
SMILES string = CCN=C=C(C)C
highest occupied orbital energy = -8.267 eV
multiplicity = 1

=====

(3)
C6H11N | ωB97M-V with the def2-TZVPD basis set

Atoms and positions in Å:
C (1.660212, 1.154750, 2.096771)
C (1.356844, 1.280415, 0.811575)
C (-0.051296, 1.240167, 0.268594)
C (-0.367144, -0.100095, -0.348065)
C (0.432348, -1.389318, -0.215173)
C (-1.583164, -0.287510, -0.921640)
N (-1.855026, -1.016210, -2.085129)
H (2.680906, 0.967592, 2.416899)
H (0.923366, 0.768186, 2.797594)
H (2.159380, 1.455740, 0.099083)
H (-0.074988, 1.952191, -0.552617)
H (-0.730796, 1.615062, 1.040192)
H (-0.180136, -2.219877, 0.108096)
H (1.202502, -1.338361, 0.568527)
H (1.102856, -1.510729, -1.070879)
H (-2.355534, 0.379475, -0.546767)
H (-1.513476, -1.970092, -2.052193)
H (-2.806852, -0.981394, -2.414870)

Atoms 1-3, force components in eV/Å:
C 0.197 -1.640 -0.096
C -0.089 0.492 0.327
C 0.938 0.031 0.312

Values from the calculation:
ΔE to the lowest compared entry with this formula, charge and spin = 57.24 kcal per mole
gap between HOMO and LUMO = 8.40 eV
SMILES string = C=CC/C(C)=C/N
highest occupied orbital energy = -7.440 eV
multiplicity = 1

=====

(4)
C6H11N2 | ωB97M-V with the def2-TZVPD basis set

Atoms and positions in Å:
C (3.237239, 0.660450, 0.718343)
C (3.110076, -0.537625, 0.619334)
C (-2.417114, -1.443220, -0.787338)
C (-1.231011, 0.622257, -0.875833)
C (-0.017375, 1.233287, -0.247685)
C (-0.251671, -1.004166, 0.240342)
N (-1.369406, -0.732416, -0.452287)
N (0.229772, 0.256705, 0.835732)
H (3.437887, 1.696508, 0.472975)
H (2.879174, -1.616176, 0.748231)
H (-3.325720, -1.022539, -1.069699)
H (-2.352082, -2.500399, -0.488506)
H (-2.032142, 1.227940, -0.766442)
H (-1.073651, 0.618901, -1.984981)
H (0.959730, 1.297653, -0.869332)
H (-0.211633, 2.321932, 0.103884)
H (-0.348603, -1.818895, 0.953079)
H (1.189325, 0.405296, 1.166670)
H (-0.412794, 0.334507, 1.683514)

Atoms 1-3, force components in eV/Å:
C 0.334 -0.127 -1.042
C -0.475 -0.749 0.904
C 2.165 -1.815 1.660

Values from the calculation:
ΔE to the lowest compared entry with this formula, charge and spin = 146.59 kcal per mole
gap between HOMO and LUMO = 8.33 eV
highest occupied orbital energy = -11.862 eV
charge = +1
multiplicity = 1

=====

(5)
C6H11N2 | ωB97M-V with the def2-TZVPD basis set

Atoms and positions in Å:
C (-1.535372, -0.677387, -0.553314)
N (-0.972869, 0.343737, 0.063495)
C (-1.247316, 1.824850, -0.213333)
C (0.111563, 0.180312, 0.948919)
C (-0.100355, -1.401579, 1.783830)
N (-0.163874, -2.433900, 2.285346)
C (1.446048, 0.139719, 0.242631)
C (1.557498, -0.932944, -0.836695)
H (-2.276789, -0.532242, -1.327804)
H (-1.200746, -1.621947, -0.222988)
H (-0.347874, 2.312402, -0.011529)
H (-2.282592, 2.208596, 0.124428)
H (-1.463703, 1.922612, -1.346661)
H (0.076286, 0.968068, 1.742146)
H (1.545220, 1.178374, -0.294690)
H (2.167288, -0.062277, 1.011354)
H (0.733900, -0.756226, -1.583795)
H (1.452300, -1.892341, -0.460319)
H (2.501387, -0.767828, -1.351021)

Atoms 1-3, force components in eV/Å:
C 1.033 3.194 1.194
N -2.896 -0.432 -2.208
C -3.587 -1.478 -3.337

Values from the calculation:
ΔE to the lowest compared entry with this formula, charge and spin = 93.88 kcal per mole
gap between HOMO and LUMO = 10.53 eV
SMILES string = C=[N+](C)[C@@H](C#N)CC
highest occupied orbital energy = -16.209 eV
charge = +1
multiplicity = 1

=====

(6)
C6H11N2 | ωB97M-V with the def2-TZVPD basis set

Atoms and positions in Å:
C (-1.393186, 0.974246, 1.399548)
C (-0.064740, 0.476092, 1.763048)
C (-1.486272, 0.949402, 0.054390)
C (0.604925, 0.145289, 0.586710)
C (1.900106, -0.695641, 0.489437)
C (-0.923229, -1.278078, -0.978425)
N (0.210628, 0.938399, -1.770067)
N (-0.235782, 0.378090, -0.547003)
H (-2.152190, 1.074301, 2.134093)
H (0.312265, 0.305695, 2.672911)
H (-2.202536, 1.518715, -0.664095)
H (1.693652, -1.631396, 0.118135)
H (2.305598, -0.829063, 1.439773)
H (2.627315, -0.300476, -0.118053)
H (-1.011226, -1.156297, -2.029631)
H (-0.072315, -1.992408, -0.501365)
H (-1.797956, -1.058766, -0.431456)
H (1.021609, 0.356526, -2.075014)
H (0.663332, 1.825370, -1.542938)

Atoms 1-3, force components in eV/Å:
C 4.333 -2.197 3.912
C -5.846 2.194 -2.503
C -0.146 2.431 -4.885

Values from the calculation:
ΔE to the lowest compared entry with this formula, charge and spin = 70.47 kcal per mole
gap between HOMO and LUMO (alpha / beta) = 7.66 / 8.33 eV
highest occupied orbital energy (alpha / beta) = -10.626 / -15.196 eV
expectation value of S² = 2.0168
charge = +1
multiplicity = 3

=====

(7)
C6H11N2O2 | ωB97M-V with the def2-TZVPD basis set

Atoms and positions in Å:
N (-2.307091, -0.059131, 0.752012)
C (-1.032971, 0.164323, -0.035987)
O (-1.324575, -0.229355, -1.396304)
C (-0.742261, 1.607776, -0.060383)
C (0.497721, 2.117045, -0.125532)
C (1.714476, 1.365103, -0.060965)
C (1.786681, 0.060568, 0.031535)
O (2.748560, -0.832804, 0.197890)
C (0.125215, -0.777235, 0.368198)
N (0.024777, -2.121241, -0.216786)
H (-2.547213, -1.001758, 1.210790)
H (-2.766641, 0.800755, 1.114036)
H (-2.171005, 0.180384, -1.594708)
H (-1.575523, 2.242791, -0.017322)
H (0.735704, 3.122182, -0.274398)
H (2.638754, 1.861949, -0.337250)
H (3.564594, -0.409698, 0.653057)
H (0.428335, -0.888322, 1.355382)
H (0.949699, -2.450426, -0.527439)
H (-0.480325, -2.914530, 0.105986)
H (-0.266918, -1.838382, -1.141814)

Atoms 1-3, force components in eV/Å:
N 0.687 -0.575 0.241
C -2.493 -1.789 0.975
O 0.692 -0.344 0.169

Values from the calculation:
ΔE to the lowest compared entry with this formula, charge and spin = 97.12 kcal per mole
gap between HOMO and LUMO = 8.76 eV
SMILES string = N[C@@]1(O)C=CC=C(O)[C@@H]1[NH3+]
highest occupied orbital energy = -12.180 eV
charge = +1
multiplicity = 1

=====

(8)
C6H11N2O2 | ωB97M-V with the def2-TZVPD basis set

Atoms and positions in Å:
C (0.039345, 1.493365, -3.547362)
N (0.165993, 1.170967, -2.298264)
C (-0.253165, 1.834869, -1.116433)
C (0.210418, 0.878648, 0.035196)
N (0.645800, -0.339039, -0.479005)
C (-0.604999, -0.338515, 0.281487)
O (-0.735530, -0.906985, 1.577864)
C (0.101976, -1.958135, 1.938360)
C (-0.338050, -2.378437, 3.281236)
O (1.002620, -2.417940, 1.280270)
H (0.322379, 0.732313, -4.277978)
H (-0.499763, 2.340586, -3.959996)
H (0.730551, 0.320000, -1.935579)
H (-1.388580, 1.787361, -1.181046)
H (0.138766, 2.788885, -1.148007)
H (0.630577, 1.591963, 0.746681)
H (1.377887, -0.988788, -0.087240)
H (-1.507806, -0.470711, -0.242872)
H (0.333885, -3.126172, 3.674309)
H (-1.344491, -2.770028, 3.209780)
H (-0.351209, -1.673090, 4.097945)

Atoms 1-3, force components in eV/Å:
C -0.348 -1.657 1.250
N 1.159 0.471 -3.445
C -3.008 -2.626 -0.209

Values from the calculation:
ΔE to the lowest compared entry with this formula, charge and spin = 84.90 kcal per mole
gap between HOMO and LUMO = 9.36 eV
SMILES string = C=[NH+]C[C@@H]1N[C@H]1OC(C)=O
highest occupied orbital energy = -14.127 eV
charge = +1
multiplicity = 1

=====

(9)
C6H11N2O5S2 | ωB97M-V with the def2-TZVPD basis set

Atoms and positions in Å:
C (1.483249, -2.075080, 0.079272)
C (1.761734, -0.888249, -0.856891)
C (1.855200, 0.476481, -0.176209)
C (0.654605, 0.879464, 0.648739)
C (0.985152, 2.047104, 1.570129)
S (-0.768945, 1.284110, -0.390692)
O (-1.522932, 2.282960, 0.316535)
O (-0.261268, 1.711863, -1.667376)
N (-1.468043, -0.175076, -0.437523)
S (-2.732948, -0.289858, -1.349947)
O (-2.483321, -0.963834, -2.581406)
O (-3.553462, 0.870226, -1.453254)
O (-3.683645, -1.431660, -0.499224)
C (-3.437423, -1.476574, 0.768889)
N (-3.278582, -1.811054, 1.872204)
H (1.019503, -1.800689, 1.017562)
H (0.879999, -2.808988, -0.442161)
H (2.423618, -2.572315, 0.310204)
H (2.735259, -1.070396, -1.312099)
H (1.064859, -0.874033, -1.686999)
H (2.057345, 1.222749, -0.938468)
H (2.742236, 0.464664, 0.459658)
H (0.311711, 0.079452, 1.296477)
H (0.124861, 2.291158, 2.178649)
H (1.765277, 1.706868, 2.248061)
H (1.325961, 2.920708, 1.025870)

Atoms 1-3, force components in eV/Å:
C 0.477 0.032 -0.486
C 0.298 -0.158 0.067
C 0.187 -0.618 -0.258

Values from the calculation:
gap between HOMO and LUMO = 9.47 eV
highest occupied orbital energy = -6.193 eV
charge = -1
multiplicity = 1

=====

(10)
C6H11N2O6 | ωB97M-V with the def2-TZVPD basis set

Atoms and positions in Å:
C (-0.742569, 2.639974, 0.389061)
C (-0.683205, -1.584541, -0.314853)
C (-1.364299, 1.789781, -0.784185)
C (0.004506, -0.212155, -0.300024)
C (-0.345048, 0.523949, -2.556188)
C (2.322634, 0.679175, -1.695025)
N (-0.509679, 0.781143, -1.267761)
N (1.922850, 1.924702, 3.253474)
O (0.509357, 2.478941, 0.564260)
O (-0.223063, -2.596949, 0.119449)
O (-1.565919, 3.291809, 1.020925)
O (-1.899734, -1.599634, -0.964639)
O (-0.691926, 1.184195, -3.512899)
O (2.380600, 1.859755, -1.220477)
H (-1.695238, 2.455339, -1.627608)
H (-2.254862, 1.220676, -0.484008)
H (1.068311, -0.559095, -0.572665)
H (0.064425, 0.169570, 0.725652)
H (0.297463, -0.409082, -2.783354)
H (3.211515, 0.520305, -2.331629)
H (2.088626, 1.648784, 2.373870)
H (1.311476, 2.755528, 3.175485)
H (1.193944, 1.302164, 3.670084)
H (-2.325008, -0.823923, -1.407664)
H (1.588799, 1.989464, -0.458715)

Atoms 1-3, force components in eV/Å:
C -0.525 -1.072 -0.755
C -1.119 1.915 -0.988
C -1.131 1.106 -0.185

Values from the calculation:
ΔE to the lowest compared entry with this formula, charge and spin = 36.48 kcal per mole
gap between HOMO and LUMO = 7.94 eV
highest occupied orbital energy = -4.805 eV
charge = -1
multiplicity = 1

=====

(11)
C6H11N2OS | ωB97M-V with the def2-TZVPD basis set

Atoms and positions in Å:
C (-2.097153, 1.644316, -1.044491)
O (-1.136585, 1.203990, -0.055640)
C (-1.330482, -0.021552, 0.538808)
C (-0.539183, -1.193209, 0.001355)
N (0.854169, -0.809082, 0.078007)
C (1.617464, -0.727598, 1.324234)
C (2.676864, 0.144500, 1.433339)
S (2.714881, 1.202715, 0.065160)
C (1.285771, 0.191367, -0.834665)
N (1.699125, -1.126345, -1.010665)
H (-3.014264, 1.437790, -0.588628)
H (-1.897202, 1.116116, -1.971247)
H (-2.148581, 2.746053, -1.069984)
H (-2.387965, -0.268147, 0.523311)
H (-1.134531, 0.166607, 1.617047)
H (-0.754216, -1.376617, -0.994496)
H (-0.872138, -2.111897, 0.444658)
H (1.295714, -1.416576, 2.126378)
H (3.311481, 0.158816, 2.348157)
H (0.542632, 0.773999, -1.313363)
H (1.314199, -1.735254, -1.617276)

Atoms 1-3, force components in eV/Å:
C 0.979 0.190 1.043
O 0.996 1.388 -0.897
C -1.539 0.185 1.725

Values from the calculation:
ΔE to the lowest compared entry with this formula, charge and spin = 109.81 kcal per mole
gap between HOMO and LUMO = 9.72 eV
SMILES string = COCC[N@+]12C=CS[C@H]1N2
highest occupied orbital energy = -12.910 eV
charge = +1
multiplicity = 1

=====

(12)
C6H11N2P | ωB97M-V with the def2-TZVPD basis set

Atoms and positions in Å:
C (3.970546, -1.206595, -0.147859)
C (2.602400, -0.650976, -0.209639)
C (1.713360, -0.706387, 0.801935)
N (0.696035, 0.171057, 0.437011)
C (-0.438774, 0.437926, 1.188891)
P (-1.742695, 1.334058, 0.456616)
C (1.135540, 0.786684, -0.704565)
N (2.273603, 0.319218, -1.132439)
H (4.008706, -2.325814, 0.098428)
H (4.528312, -1.231056, -1.120626)
H (4.346459, -0.702785, 0.801869)
H (1.682222, -1.349382, 1.609747)
H (-2.377922, 1.759309, 1.578609)
H (-1.499305, 2.655403, 0.207783)
H (0.551512, 1.641340, -1.054540)
C (-4.306179, -0.235953, -0.535237)
H (-3.268512, -0.643852, -0.459632)
H (-5.113465, -0.907266, -0.842777)
H (-4.258967, 0.479575, -1.326141)
H (-4.502869, 0.375501, 0.352568)

Atoms 1-3, force components in eV/Å:
C 0.760 -2.182 0.863
C 0.765 -0.093 0.583
C -0.238 0.206 -1.952

Values from the calculation:
ΔE to the lowest compared entry with this formula, charge and spin = 62.92 kcal per mole
gap between HOMO and LUMO = 8.00 eV
SMILES string = Cc1cn(C#[PH2])cn1.C
highest occupied orbital energy = -8.802 eV
multiplicity = 1